Below is a structure of composition C19H24BF3N3O4PtS, with properties calculated with the ωB97M-V functional and the def2-TZVPD basis.

ORCA input file:
```
! RIJCOSX wB97M-V def2-TZVPD def2/J DEFGRID3
* xyz 3 5
Pt 0.21 -0.19 0.51
F -4.96 -2.57 -3.44
C -4.72 -2.90 -2.18
C -3.63 -2.40 -1.56
C -3.36 -2.72 -0.22
C -2.17 -2.14 0.43
O -1.43 -1.40 -0.28
C -1.99 -2.48 1.77
C -2.88 -3.35 2.38
N -3.95 -3.91 1.80
C -4.78 -4.86 2.55
C -4.11 -5.83 3.46
C -4.71 -6.31 2.17
C -4.24 -3.59 0.49
C -5.37 -4.07 -0.13
C -5.68 -3.74 -1.48
N -6.81 -4.18 -2.07
C -7.93 -4.76 -1.32
C -8.31 -6.14 -1.86
N -8.50 -6.10 -3.37
C -8.40 -4.70 -3.92
C -7.09 -4.04 -3.53
C -0.85 -2.03 2.67
O -0.65 -2.65 3.68
O -0.19 -0.95 2.33
H -2.97 -1.73 -2.10
H -2.70 -3.59 3.42
H -5.73 -4.43 2.86
H -4.62 -6.06 4.39
H -3.03 -5.83 3.53
H -5.62 -6.89 2.21
H -4.02 -6.59 1.39
H -6.01 -4.73 0.44
H -8.77 -4.07 -1.39
H -7.71 -4.86 -0.27
H -9.25 -6.46 -1.41
H -7.55 -6.88 -1.64
H -9.40 -6.50 -3.63
H -7.80 -6.69 -3.82
H -9.27 -4.15 -3.56
H -8.47 -4.75 -5.01
H -7.16 -3.00 -3.81
H -6.25 -4.47 -4.09
C 3.42 -3.20 -1.01
S 2.17 -2.02 -1.46
C 3.21 -0.80 -2.24
O 1.81 -1.41 -0.09
H 4.14 -2.71 -0.37
H 3.88 -3.57 -1.93
H 2.92 -4.02 -0.49
H 3.68 -1.26 -3.11
H 3.95 -0.47 -1.52
H 2.57 0.02 -2.56
F 0.54 2.76 0.97
B 0.74 1.80 0.11
F 1.43 1.98 -1.00
*
```

Calculated values
HOMO-LUMO gap (spin up / spin down) = 0.25704 / 0.17400 Eh
Energy above the lowest of the compared OMol25 structures with the same formula, charge and spin = 0.059 eV
LUMO (spin up / spin down) = -8.92 / -12.24 eV
Max |F| = 0.51 eV/A
Expectation value of S² = 6.041
Total energy = -55635.187 eV